No. 1
{
  "formula": "C19H17HfI2N4O2",
  "method": "ωB97M-V with the def2-TZVPD basis set",
  "symbols": ["Hf", "I", "C", "C", "C", "I", "C", "O", "C", "C", "N", "C", "C", "C", "C", "C", "C", "N", "C", "H", "H", "H", "H", "H", "H", "H", "H", "H", "H", "H", "N", "C", "O", "C", "C", "C", "C", "N", "C", "H", "H", "H", "H", "H", "H"],
  "coordinates": [[-0.17590, -0.05384, -0.26548], [0.71875, 1.97476, 6.20923], [0.78649, 1.59928, 4.19305], [-0.08618, 2.26875, 3.32776], [0.06161, 2.07161, 1.96359], [-1.39468, 2.61375, 0.56552], [1.06270, 1.23823, 1.47987], [1.28117, 1.10269, 0.10663], [1.75498, 0.38499, 2.33561], [2.30996, -0.84326, 1.67961], [1.10315, -1.54345, 1.01602], [0.24619, -2.16531, 2.08650], [-1.21993, -2.16016, 1.75647], [-2.11780, -2.96366, 2.43337], [-3.46729, -2.87262, 2.12924], [-3.90042, -1.98943, 1.14163], [-2.96166, -1.22186, 0.50018], [-1.63860, -1.29498, 0.80564], [1.64465, 0.60158, 3.69797], [-0.85636, 2.91711, 3.72339], [2.75436, -1.53831, 2.39052], [3.02830, -0.62511, 0.89133], [1.48837, -2.31269, 0.46593], [0.39163, -1.58299, 2.99833], [0.57741, -3.18426, 2.29033], [-1.76458, -3.65636, 3.18605], [-4.18440, -3.49235, 2.65303], [-4.94382, -1.90724, 0.87214], [-3.25136, -0.52044, -0.27663], [2.19377, -0.02224, 4.39318], [-0.50168, 3.50861, -4.98441], [0.70462, 3.00512, -4.63088], [1.75661, 3.59228, -4.63813], [0.72408, 1.59183, -4.08151], [1.68585, 0.69986, -4.55962], [1.79819, -0.56542, -3.99994], [0.99621, -0.88454, -2.92595], [0.08960, -0.01114, -2.42033], [-0.05673, 1.20134, -3.01816], [-0.49725, 4.42967, -5.40309], [-1.23733, 2.88743, -5.28065], [2.34131, 1.00981, -5.36553], [2.50314, -1.29255, -4.37822], [1.05772, -1.86422, -2.45898], [-0.80485, 1.86973, -2.60462]],
  "forces_ev_per_a": [[0.08, 0.38, -0.06], [-0.03, 0.05, 0.25], [0.02, -0.02, -0.21], [0.09, -0.05, -0.05], [0.07, -0.08, 0.39], [-0.16, 0.03, -0.21], [0.02, -0.14, -0.77], [0.18, 0.19, 0.56], [-0.01, 0.05, 0.33], [-0.12, -0.18, -0.20], [-0.07, 0.08, 0.16], [0.05, -0.06, -0.07], [-0.13, -0.04, 0.00], [0.08, 0.01, -0.05], [-0.09, -0.02, 0.01], [0.05, 0.02, -0.05], [0.02, -0.06, 0.10], [-0.11, -0.07, 0.11], [-0.03, 0.00, -0.12], [0.00, 0.01, 0.00], [0.04, 0.06, 0.03], [0.01, 0.03, 0.04], [0.02, 0.00, -0.04], [-0.02, -0.03, 0.01], [0.05, 0.03, 0.01], [0.00, 0.00, 0.01], [0.01, -0.01, 0.00], [-0.01, 0.00, 0.02], [0.01, 0.00, 0.00], [0.00, 0.00, 0.01], [0.06, -0.13, 0.03], [0.00, 0.24, -0.02], [-0.03, -0.07, 0.02], [-0.01, -0.18, -0.08], [0.03, 0.03, -0.05], [-0.07, -0.08, 0.06], [-0.02, 0.01, -0.08], [0.05, -0.09, -0.06], [-0.03, 0.01, -0.02], [0.01, 0.00, 0.00], [-0.04, 0.04, -0.01], [0.00, 0.02, 0.01], [0.01, 0.02, -0.01], [-0.01, 0.01, 0.01], [0.02, 0.02, -0.01]],
  "largest_force_ev_per_a": 0.785,
  "multiplicity": 1,
  "e_lumo_ev": -10.63,
  "e_homo_ev": -16.774,
  "total_charge": 3
}

=====

No. 2
{
  "formula": "C19H17N3O4S",
  "method": "ωB97M-V with the def2-TZVPD basis set",
  "symbols": ["C", "C", "C", "C", "C", "O", "C", "S", "C", "N", "N", "C", "C", "C", "C", "C", "O", "O", "C", "C", "N", "C", "C", "C", "C", "C", "O", "H", "H", "H", "H", "H", "H", "H", "H", "H", "H", "H", "H", "H", "H", "H", "H", "H"],
  "coordinates": [[2.06989, 0.80217, -3.43176], [1.61502, 0.81620, -2.01648], [1.07475, 1.82632, -1.28008], [0.82963, 1.32149, 0.02974], [0.21322, 1.99962, 1.14499], [0.24050, 1.61461, 2.29642], [-0.52201, 3.29216, 0.78219], [-1.97704, 3.48297, 1.85786], [-2.67001, 1.95512, 1.49948], [-2.25371, 1.10013, 0.61199], [-3.08130, 0.04585, 0.67552], [-3.96763, 0.30035, 1.58909], [-5.06367, -0.51103, 2.01945], [-6.01931, -0.26205, 2.97679], [-6.85723, -1.39504, 2.98649], [-6.35268, -2.24126, 2.04250], [-5.27181, -1.71658, 1.45443], [-3.76236, 1.52225, 2.16113], [1.24390, -0.00695, 0.02788], [1.18466, -1.00626, 1.12187], [1.69058, -0.30146, -1.21664], [2.22906, -1.56572, -1.64004], [3.72809, -1.54050, -1.65021], [4.62122, -0.83385, -0.90123], [5.90693, -1.21434, -1.36185], [5.69647, -2.12069, -2.35164], [4.37890, -2.32279, -2.53719], [1.46202, 0.12495, -4.03316], [1.98182, 1.80104, -3.84888], [3.10969, 0.48363, -3.50487], [0.90334, 2.82607, -1.62501], [0.11106, 4.15783, 0.97727], [-0.86127, 3.28981, -0.24996], [-6.09682, 0.61700, 3.58264], [-7.71367, -1.55755, 3.60754], [-6.66744, -3.21138, 1.71196], [0.83792, -0.51306, 2.02450], [2.16650, -1.44045, 1.31066], [0.48762, -1.80800, 0.87483], [1.87488, -1.80395, -2.64805], [1.86790, -2.34656, -0.96325], [4.39416, -0.12887, -0.12797], [6.84973, -0.85845, -1.00141], [6.36849, -2.67277, -2.97750]],
  "forces_ev_per_a": [[-0.01, -0.11, 0.09], [-0.05, 0.45, -0.34], [0.07, -0.20, 0.02], [0.58, -0.73, -0.20], [0.12, 0.09, 0.13], [0.11, 0.09, -0.02], [-0.58, -0.11, 0.34], [0.16, 0.57, 0.16], [0.18, -0.41, -0.64], [0.49, 1.44, 0.29], [-1.34, -1.25, 0.40], [0.83, -0.15, -0.81], [-0.90, 0.50, 1.06], [0.75, 0.03, -0.61], [0.08, -0.54, -0.40], [-0.75, 0.06, 0.67], [0.52, 0.12, -0.37], [-0.09, -0.14, 0.05], [-0.30, 0.46, 0.54], [-0.06, -0.07, 0.02], [-0.07, 0.12, 0.02], [0.29, -0.44, -0.20], [0.05, 0.59, 0.60], [-0.55, -0.26, -0.28], [0.06, -0.40, -0.42], [0.69, 0.37, 0.40], [-0.46, -0.23, -0.20], [0.00, -0.02, -0.12], [0.00, 0.04, -0.05], [0.09, 0.00, -0.10], [-0.04, 0.20, -0.17], [-0.01, 0.02, 0.00], [0.11, 0.02, -0.01], [0.03, 0.21, 0.10], [-0.18, -0.11, 0.09], [0.06, -0.12, -0.12], [0.03, -0.05, -0.01], [0.06, -0.09, 0.05], [-0.02, -0.12, 0.02], [-0.03, 0.00, 0.14], [-0.03, 0.11, -0.15], [-0.15, 0.17, 0.15], [0.24, 0.03, 0.02], [0.01, -0.12, -0.14]],
  "largest_force_ev_per_a": 1.877,
  "smiles": "Cc1cc(C(=O)CSc2nnc(-c3ccco3)o2)c(C)n1Cc1ccco1",
  "multiplicity": 1,
  "e_lumo_ev": 0.71,
  "e_homo_ev": -7.968,
  "total_charge": 0
}

=====

No. 3
{
  "formula": "C19H17N5",
  "method": "ωB97M-V with the def2-TZVPD basis set",
  "symbols": ["C", "C", "C", "C", "C", "C", "C", "C", "C", "C", "C", "C", "C", "C", "H", "H", "H", "H", "H", "H", "H", "H", "H", "H", "H", "H", "H", "N", "C", "N", "C", "N", "C", "C", "N", "C", "N", "H", "H", "H", "H"],
  "coordinates": [[-4.96767, -0.70426, 3.21287], [-3.52890, -0.28750, 3.13746], [-3.19752, 1.05890, 2.90951], [-1.88126, 1.45847, 2.80265], [-0.79787, 0.52887, 2.91186], [0.50350, 1.00036, 2.59105], [1.77173, 0.37848, 2.80484], [2.90311, 1.18863, 3.13037], [4.16648, 0.64152, 3.27361], [4.33701, -0.74938, 3.18951], [3.23581, -1.57060, 2.91820], [1.98525, -1.01799, 2.65120], [-1.14994, -0.79218, 3.33717], [-2.48185, -1.20288, 3.31655], [-5.06020, -1.79621, 3.22952], [-5.47282, -0.30507, 4.10569], [-5.51287, -0.31970, 2.34075], [-3.99508, 1.80093, 2.84717], [-1.63828, 2.50823, 2.62279], [0.54237, 2.03388, 2.21492], [2.75926, 2.26416, 3.25542], [5.02818, 1.27433, 3.50976], [5.31876, -1.19056, 3.36422], [3.34829, -2.65848, 2.94489], [1.15952, -1.62912, 2.28628], [-0.35983, -1.46562, 3.66986], [-2.73759, -2.24982, 3.49862], [1.96066, 0.03575, -4.34125], [2.22956, -0.08610, -3.02860], [3.30330, -0.74495, -2.57967], [3.50911, -0.84532, -1.25099], [2.73629, -0.33181, -0.25830], [1.67764, 0.36228, -0.62763], [1.36095, 0.52251, -2.06605], [0.25179, 1.28704, -2.17056], [-0.10415, 1.57685, -0.87164], [0.72756, 1.05200, 0.07543], [1.10416, 0.47221, -4.65766], [2.51969, -0.48976, -4.99935], [4.38981, -1.39563, -0.92154], [-0.96568, 2.17882, -0.62062]],
  "forces_ev_per_a": [[-0.20, -0.18, -0.14], [0.46, 0.29, -0.16], [-0.02, 0.07, 0.33], [0.56, -0.29, -0.39], [-1.49, -0.33, 0.45], [0.25, 0.74, -1.01], [1.34, -0.72, 0.12], [-0.59, -0.05, -0.46], [0.05, -0.33, 0.24], [-0.59, 0.11, 0.09], [0.02, 0.01, 0.12], [-0.04, 0.58, 0.38], [0.18, 0.47, -0.57], [0.19, 0.05, 0.43], [-0.02, 0.25, 0.00], [0.28, -0.06, -0.20], [0.09, -0.12, 0.19], [0.21, -0.19, -0.06], [-0.11, -0.32, -0.12], [0.05, -0.37, 0.72], [0.05, -0.30, -0.11], [-0.42, -0.19, -0.15], [-0.27, 0.11, -0.09], [0.03, 0.42, -0.34], [0.39, 0.06, 0.13], [-0.33, 0.02, -0.34], [0.19, 0.34, 0.12], [0.25, -0.22, -1.11], [-0.96, 0.75, 2.23], [0.08, -0.19, 0.02], [-1.68, 1.05, 0.62], [2.03, -1.20, 0.29], [-0.92, 0.56, -3.65], [0.85, -0.38, 2.34], [-1.38, 0.89, 1.28], [1.67, -1.25, -1.82], [-0.18, -0.18, 0.32], [0.31, -0.17, 0.33], [-0.17, 0.18, 0.20], [-0.17, 0.09, -0.18], [0.02, -0.02, -0.05]],
  "largest_force_ev_per_a": 3.808,
  "multiplicity": 1,
  "e_lumo_ev": -2.17,
  "e_homo_ev": -6.487,
  "total_charge": 0
}

=====

No. 4
{
  "formula": "C19H17N5O5S",
  "method": "ωB97M-V with the def2-TZVPD basis set",
  "symbols": ["C", "C", "O", "C", "C", "C", "C", "N", "C", "N", "C", "S", "N", "C", "O", "C", "C", "C", "C", "C", "C", "C", "C", "N", "O", "O", "C", "C", "O", "N", "H", "H", "H", "H", "H", "H", "H", "H", "H", "H", "H", "H", "H", "H", "H", "H", "H"],
  "coordinates": [[-1.64787, 2.40867, -4.21467], [-1.99604, 1.22736, -3.43131], [-3.40499, 0.98417, -3.73445], [-4.03634, 0.00927, -3.02076], [-5.36748, -0.34920, -3.10035], [-5.80658, -1.45058, -2.39666], [-7.22392, -1.92259, -2.56138], [-5.02720, -2.39452, -1.83244], [-3.74228, -2.00531, -1.72917], [-2.88042, -2.90837, -1.16432], [-1.53765, -2.61108, -0.91811], [-0.46501, -3.34755, -1.88720], [-1.03386, -1.83105, -0.00746], [-1.64252, -1.39618, 1.13158], [-2.75217, -1.70729, 1.41632], [-0.90690, -0.68325, 2.15854], [-1.41237, 0.15623, 3.04707], [-0.39153, 0.98014, 3.63713], [0.73763, 0.57408, 2.97031], [2.12050, 1.21707, 3.29882], [2.58223, 1.60540, 4.50327], [3.84988, 2.12946, 4.68804], [4.78057, 2.15479, 3.52634], [6.18168, 2.44232, 3.75638], [6.66760, 2.15088, 4.78504], [6.87444, 2.81890, 2.70579], [4.29352, 1.72874, 2.24234], [3.00911, 1.20397, 2.17823], [0.39394, -0.39161, 1.98694], [-3.24890, -0.89895, -2.31955], [-2.46413, 3.15139, -3.99220], [-0.66497, 2.84427, -3.96782], [-1.62259, 2.26156, -5.29979], [-1.82322, 1.40988, -2.36913], [-1.33943, 0.40987, -3.65931], [-6.06163, 0.23378, -3.62978], [-7.27552, -2.78529, -3.27251], [-7.94818, -1.16856, -2.85040], [-7.59980, -2.31634, -1.68775], [-3.17000, -3.84205, -1.38147], [-0.05973, -1.61567, -0.12987], [-2.50207, 0.29560, 3.01654], [-0.45942, 1.68976, 4.45350], [1.85249, 1.44986, 5.33299], [4.18609, 2.24606, 5.74513], [4.97773, 1.69804, 1.38745], [2.69689, 0.79179, 1.21393]],
  "forces_ev_per_a": [[-0.35, 2.47, -0.78], [-0.10, -0.61, 0.63], [-0.50, -1.10, 1.40], [2.32, -3.28, 0.99], [0.36, 1.20, 0.53], [-0.35, -2.29, -1.07], [0.07, 0.12, -1.88], [0.54, 1.44, 0.62], [-1.28, 1.80, -1.75], [-0.20, 1.32, 1.28], [-0.64, -3.21, -3.75], [0.99, -0.86, -0.87], [0.76, 2.92, 2.17], [0.10, -0.72, 1.06], [-2.53, -0.30, 0.06], [1.43, 1.41, -1.19], [-2.94, 1.45, 1.28], [0.11, -1.79, -1.24], [0.07, 1.20, 1.33], [-0.40, -2.95, -5.41], [-1.29, 0.49, 2.14], [2.47, -0.83, -1.32], [-3.63, -0.40, 1.20], [1.80, 0.69, -5.67], [0.67, -0.02, 2.19], [-2.45, -0.85, 3.32], [0.94, 0.18, 1.80], [-0.12, 0.63, 0.22], [3.33, 1.02, 1.37], [0.29, 1.35, 0.11], [1.02, -0.25, -0.39], [-0.44, -0.24, 0.24], [-0.23, -0.26, 0.19], [-0.55, 0.01, 0.11], [-0.21, -0.92, -0.35], [-0.83, 0.70, -0.60], [0.23, 0.85, 0.28], [0.20, 0.30, -0.40], [-0.55, -0.90, 2.27], [0.53, -0.48, 0.12], [0.24, -0.08, -0.05], [0.56, -0.17, 0.87], [-0.04, -0.09, -0.37], [1.04, 0.40, -0.32], [0.02, 0.35, -1.26], [-0.32, 0.11, 0.44], [-0.13, 0.18, 0.45]],
  "largest_force_ev_per_a": 6.180,
  "smiles": "CCOc1cc(C)nc(NC(=S)NC(=O)c2ccc(-c3ccc([N+](=O)[O-])cc3)o2)n1",
  "multiplicity": 1,
  "e_lumo_ev": -1.28,
  "e_homo_ev": -8.479,
  "total_charge": 0
}

=====

The evaluated relative energy (zero: lowest compared OMol25 entry of this formula, charge and spin) for the records listed, in turn: 58.2 272.3 225.9 469.6 kJ/mol.